89
Properties=species:S:1:pos:R:3 method="wB97M-V/def2-TZVPD" smiles="CCCCCCCCCC1=C(CN)C(=O)C(P(=N)(O)O)=C(CCCS(=O)(=O)O)C1=O.C[C@@H]1COC(=O)O1.C[C@@H]1COC(=O)O1" max_force_ev_per_a=0.6 total_energy_ev=-78451.8335
C -3.06 -6.29 -4.97
C -3.52 -5.60 -3.68
C -2.40 -4.89 -2.89
C -2.56 -3.38 -2.72
C -2.81 -2.60 -4.01
C -3.40 -1.19 -3.79
C -2.42 -0.05 -4.10
C -1.14 -0.14 -3.28
C -0.22 1.07 -3.48
C 1.08 0.86 -2.76
C 2.10 0.13 -3.21
C 2.17 -0.60 -4.52
N 2.09 -2.05 -4.27
C 3.33 0.00 -2.36
O 4.41 -0.20 -2.87
C 3.17 0.16 -0.88
P 4.33 -0.69 0.23
N 3.69 -1.30 1.50
O 5.49 0.41 0.38
O 5.02 -1.81 -0.68
C 2.18 0.93 -0.42
C 1.90 1.26 1.02
C 1.90 2.77 1.38
C 0.71 3.19 2.25
S -0.37 4.42 1.56
O -1.16 4.96 2.63
O 0.39 5.29 0.72
O -1.36 3.57 0.64
C 1.22 1.52 -1.42
O 0.54 2.48 -1.14
H -3.31 -5.72 -5.86
H -3.51 -7.28 -5.08
H -1.97 -6.44 -4.98
H -3.97 -6.35 -3.03
H -4.32 -4.89 -3.91
H -1.42 -5.10 -3.34
H -2.36 -5.33 -1.89
H -3.36 -3.18 -1.99
H -1.65 -2.99 -2.26
H -1.86 -2.51 -4.54
H -3.46 -3.17 -4.68
H -4.30 -1.07 -4.40
H -3.68 -1.08 -2.74
H -2.19 -0.03 -5.17
H -2.91 0.90 -3.85
H -0.58 -1.05 -3.51
H -1.41 -0.22 -2.22
H -0.69 1.97 -3.09
H -0.05 1.23 -4.55
H 3.12 -0.35 -5.00
H 1.37 -0.26 -5.19
H 1.25 -2.43 -4.68
H 2.86 -2.52 -4.72
H 4.04 -0.92 2.37
H 6.21 0.06 0.92
H 4.60 -2.66 -0.47
H 0.94 0.81 1.27
H 2.63 0.75 1.64
H 2.80 2.97 1.95
H 1.96 3.40 0.49
H 0.07 2.35 2.52
H 1.04 3.69 3.16
H -2.24 3.61 1.04
C 6.08 -0.29 8.03
C 5.89 -0.75 6.61
C 5.88 0.35 5.55
O 5.03 -0.21 4.55
C 4.18 -1.09 5.15
O 3.24 -1.58 4.62
O 4.58 -1.31 6.42
H 5.97 -1.13 8.71
H 7.07 0.13 8.15
H 5.34 0.46 8.29
H 6.61 -1.52 6.34
H 6.85 0.57 5.13
H 5.42 1.27 5.93
C -4.81 4.77 3.35
C -5.97 4.08 2.69
C -6.81 3.17 3.56
O -7.27 2.18 2.63
C -6.37 2.11 1.62
O -6.36 1.28 0.78
O -5.49 3.14 1.70
H -4.21 5.30 2.61
H -5.15 5.49 4.09
H -4.16 4.04 3.84
H -6.61 4.80 2.17
H -7.66 3.66 4.03
H -6.20 2.67 4.32



80
Properties=species:S:1:pos:R:3 method="wB97M-V/def2-TZVPD" max_force_ev_per_a=0.5 total_energy_ev=-87194.8931 charge=+3
Ti -0.54 0.61 -0.59
C -2.96 2.09 3.19
C -2.51 1.94 1.74
C -2.98 0.63 1.12
P -0.70 2.03 1.50
C -0.11 3.72 1.86
C 1.41 3.86 1.70
C -0.86 4.78 1.04
C 0.14 0.91 2.62
C 0.54 1.22 3.91
C 1.32 0.34 4.66
C 1.74 0.66 6.06
C 1.71 -0.86 4.05
C 1.32 -1.20 2.77
C 0.51 -0.32 2.06
N 0.08 -0.58 0.71
C -0.10 -1.96 0.33
C -0.62 -2.88 1.24
C -0.79 -4.20 0.87
C -0.46 -4.64 -0.42
C -0.66 -6.08 -0.81
C 0.01 -3.71 -1.33
C 0.19 -2.36 -0.99
P 0.45 -1.07 -2.21
C 2.07 -1.20 -3.07
C 2.40 -2.64 -3.47
C 3.20 -0.60 -2.23
C -0.97 -1.18 -3.37
C -2.23 -1.24 -2.51
C -0.97 -2.29 -4.43
H -4.04 2.01 3.25
H -2.68 3.06 3.60
H -2.53 1.31 3.82
H -2.91 2.77 1.14
H -2.57 -0.25 1.62
H -2.76 0.57 0.03
H -4.07 0.55 1.12
H -0.37 3.87 2.91
H 1.66 4.26 0.71
H 1.97 2.93 1.86
H 1.81 4.58 2.41
H -0.70 4.64 -0.03
H -0.47 5.77 1.30
H -1.93 4.79 1.23
H 0.24 2.16 4.36
H 1.38 1.64 6.37
H 2.83 0.65 6.15
H 1.34 -0.08 6.75
H 2.35 -1.54 4.60
H 1.65 -2.13 2.34
H -0.88 -2.57 2.25
H -1.18 -4.90 1.59
H -0.56 -6.74 0.04
H 0.07 -6.38 -1.57
H -1.66 -6.21 -1.23
H 0.26 -4.04 -2.33
H 1.92 -0.59 -3.97
H 2.63 -3.24 -2.59
H 3.30 -2.62 -4.09
H 1.62 -3.13 -4.04
H 3.12 -0.84 -1.16
H 3.29 0.48 -2.36
H 4.16 -1.01 -2.56
H -0.95 -0.21 -3.89
H -2.32 -2.19 -1.98
H -3.13 -1.09 -3.12
H -2.32 -0.44 -1.74
H -0.98 -3.28 -3.98
H -0.12 -2.21 -5.10
H -1.88 -2.20 -5.03
N 1.23 1.89 -1.06
N 1.14 2.56 -2.30
C -0.06 2.88 -2.80
N -0.12 3.65 -3.87
S -1.53 2.32 -2.09
H 1.41 2.58 -0.33
H 2.02 1.25 -1.10
H 1.99 3.02 -2.62
H 0.70 4.04 -4.31
H -1.02 3.88 -4.27



78
Properties=species:S:1:pos:R:3 method="wB97M-V/def2-TZVPD" e_above_lowest_kj_mol=289.7 max_force_ev_per_a=5.9 total_energy_ev=-70784.4226 charge=+1 spin_multiplicity=6 s_squared=8.91
Sm -0.21 0.70 0.49
C -0.89 -1.91 2.58
C 0.41 -2.14 2.04
C 0.62 -0.64 3.77
C -0.76 -0.97 3.64
C 1.33 -1.34 2.76
C -2.09 -2.71 2.31
H -2.23 -2.86 1.22
H -2.99 -2.22 2.69
H -2.00 -3.70 2.78
C -1.86 -0.65 4.55
H -2.82 -0.66 4.02
H -1.74 0.35 4.98
H -1.93 -1.38 5.37
C 1.27 0.05 4.88
H 1.50 -0.66 5.69
H 0.64 0.84 5.28
H 2.22 0.49 4.55
C 2.80 -1.43 2.66
H 3.15 -2.38 3.09
H 3.28 -0.62 3.20
H 3.14 -1.38 1.62
C 0.78 -3.18 1.06
H 1.29 -4.01 1.57
H 1.47 -2.81 0.29
H -0.09 -3.59 0.53
C -1.17 1.26 -3.10
C -1.66 0.10 -3.58
C -1.24 -0.62 -4.82
C 0.27 -0.55 -5.20
C 1.19 -0.45 -4.04
C 1.75 0.67 -3.54
C 1.22 2.07 -3.56
C -0.29 2.23 -3.82
H -1.80 -0.25 -5.69
H 0.45 0.25 -5.93
H -1.53 -1.68 -4.75
H -0.48 2.21 -4.91
H -1.56 1.65 -2.16
H -2.63 -0.25 -3.23
H -0.56 3.24 -3.48
H 1.49 2.60 -2.63
H 2.83 0.63 -3.42
H 1.78 2.62 -4.33
H 0.50 -1.50 -5.73
H 1.66 -1.40 -3.79
P -1.40 -1.73 -0.55
C -2.66 -0.34 -0.47
C -1.95 -2.83 -1.87
P 2.05 -0.62 -0.48
C 0.25 -0.81 -1.28
C 3.35 -1.28 -1.57
C 2.27 1.24 -0.51
H -2.32 0.71 -0.28
H -3.44 -0.56 0.29
H -3.15 -0.35 -1.45
H -1.38 -2.52 -2.75
H -3.03 -2.72 -2.06
H -1.73 -3.88 -1.63
H 2.57 1.41 -1.55
H 3.12 1.55 0.12
H 1.44 1.96 -0.28
H -0.05 0.24 -1.58
H 0.34 -1.24 -2.27
H 4.11 -1.68 -0.87
H 3.83 -0.50 -2.17
H 3.00 -2.10 -2.21
O -0.60 2.93 0.21
C -0.75 3.24 1.45
C -0.88 4.62 2.06
C -1.01 4.31 3.53
C -0.87 2.79 3.64
O -0.84 2.18 4.70
N -0.77 2.25 2.36
H 0.01 5.22 1.84
H -1.74 5.15 1.65
H -0.24 4.79 4.16
H -2.00 4.58 3.93



80
Properties=species:S:1:pos:R:3 method="wB97M-V/def2-TZVPD" e_above_lowest_kj_mol=0.0 max_force_ev_per_a=3.7 total_energy_ev=-134159.0392 charge=+4 spin_multiplicity=5 s_squared=6.05
N -5.04 -0.67 3.48
C -4.03 -0.01 4.05
C -3.00 0.58 3.31
C -3.02 0.46 1.91
C -4.13 -0.16 1.31
C -5.11 -0.73 2.15
C -1.94 1.10 1.11
Os -0.16 0.17 0.30
P 1.87 0.60 -0.76
C -1.98 0.97 -0.34
C -1.67 2.15 -1.16
C -1.91 2.07 -2.55
C -1.16 2.88 -3.39
C -0.20 3.68 -2.78
C -0.23 4.06 -1.44
C -1.02 3.27 -0.60
Br 1.40 4.14 -3.83
H -1.58 2.02 1.57
H -2.66 0.26 -0.81
H -2.22 1.15 3.82
H -4.28 -0.18 0.23
H -4.03 0.07 5.15
H -5.97 -1.24 1.70
H -2.62 1.34 -2.93
H -1.08 3.50 0.46
H -1.26 2.84 -4.47
H 0.35 4.90 -1.08
P -0.48 -2.04 -0.08
C 2.45 2.18 0.00
C 3.22 3.12 -0.92
H 3.04 1.91 0.89
H 1.55 2.70 0.37
H 3.52 4.01 -0.35
H 4.12 2.67 -1.34
H 2.59 3.46 -1.75
C 1.53 0.84 -2.55
C 2.70 0.86 -3.54
H 1.01 1.79 -2.59
H 0.79 0.08 -2.84
H 2.29 1.11 -4.53
H 3.44 1.62 -3.29
H 3.19 -0.12 -3.61
C 3.24 -0.60 -0.65
C 4.63 -0.06 -0.96
H 2.99 -1.43 -1.34
H 3.22 -1.00 0.37
H 5.36 -0.87 -0.86
H 4.71 0.33 -1.98
H 4.91 0.74 -0.25
C 0.44 -3.43 0.75
C 1.93 -3.53 0.47
H -0.06 -4.36 0.44
H 0.28 -3.35 1.84
H 2.27 -4.54 0.71
H 2.18 -3.33 -0.58
H 2.49 -2.83 1.11
C -0.23 -2.43 -1.87
C -1.24 -1.78 -2.81
H -0.25 -3.52 -1.97
H 0.80 -2.11 -2.12
H -0.94 -1.97 -3.85
H -2.24 -2.20 -2.67
H -1.30 -0.69 -2.67
C -2.21 -2.64 0.20
C -2.52 -3.08 1.63
H -2.39 -3.47 -0.50
H -2.89 -1.83 -0.10
H -3.58 -3.34 1.71
H -1.94 -3.95 1.94
H -2.33 -2.26 2.35
C -0.10 -1.15 3.58
S 0.82 -0.19 2.34
C 1.03 1.36 3.27
O 2.18 -0.83 2.34
H -1.10 -0.74 3.75
H 0.49 -1.09 4.50
H -0.17 -2.20 3.27
H 2.05 1.34 3.66
H 0.88 2.21 2.60
H 0.31 1.39 4.10



126
Properties=species:S:1:pos:R:3 method="wB97M-V/def2-TZVPD" max_force_ev_per_a=4.5 total_energy_ev=-208620.1130 charge=-3 spin_multiplicity=2 s_squared=0.75
C -10.42 10.50 -24.23
C -8.94 10.57 -24.05
O -8.29 11.60 -24.15
N -8.35 9.38 -23.35
H -8.97 8.59 -23.26
H -7.57 9.01 -23.89
C -7.93 9.68 -21.89
H -10.95 10.80 -23.33
H -10.65 9.44 -24.34
H -10.90 11.05 -25.04
H -7.05 10.32 -21.89
H -7.65 8.78 -21.34
H -8.69 10.18 -21.30
C -12.29 9.62 -20.28
C -12.26 10.40 -18.96
O -13.10 10.27 -18.10
N -10.87 10.94 -18.54
H -10.19 10.21 -18.71
H -10.74 11.77 -19.10
C -10.55 11.12 -17.09
H -11.73 8.69 -20.35
H -11.98 10.21 -21.14
H -13.31 9.33 -20.51
H -9.48 11.33 -17.08
H -10.81 10.16 -16.63
H -11.19 11.90 -16.67
C -10.69 6.35 -18.84
C -10.38 4.88 -19.15
O -9.27 4.57 -19.55
N -11.45 3.88 -19.11
H -12.37 4.21 -18.87
H -11.50 3.62 -20.08
C -11.07 2.68 -18.14
H -9.86 6.95 -19.20
H -10.79 6.54 -17.77
H -11.61 6.63 -19.35
H -12.00 2.11 -18.20
H -10.95 2.98 -17.10
H -10.15 2.28 -18.57
C -13.19 15.30 -20.99
C -14.27 14.25 -20.87
N -14.44 13.73 -19.49
C -13.48 13.65 -18.47
C -14.05 13.06 -17.36
N -15.41 13.09 -17.59
C -15.68 13.37 -18.92
C -16.44 13.01 -16.57
H -13.15 15.74 -21.99
H -12.23 14.85 -20.73
H -13.38 16.22 -20.43
H -14.06 13.39 -21.50
H -15.17 14.78 -21.17
H -12.48 14.04 -18.62
H -13.62 13.00 -16.37
H -16.62 13.43 -19.44
H -16.12 13.56 -15.68
H -16.54 11.94 -16.39
H -17.39 13.40 -16.94
C -5.71 13.10 -21.93
C -5.05 13.40 -20.53
N -5.92 13.59 -19.37
C -7.03 14.44 -19.37
C -7.62 14.36 -18.11
N -6.84 13.56 -17.31
C -5.78 13.09 -18.07
C -7.24 13.14 -16.02
H -5.14 12.59 -22.70
H -6.00 14.05 -22.38
H -6.55 12.44 -21.73
H -4.46 14.31 -20.64
H -4.38 12.60 -20.22
H -7.38 14.97 -20.25
H -8.59 14.71 -17.79
H -5.04 12.39 -17.71
H -6.84 13.76 -15.21
H -6.69 12.23 -15.78
H -8.31 12.97 -16.05
Cl -10.13 12.87 -20.96
C -10.02 6.75 -14.18
F -11.01 6.74 -13.29
F -10.04 7.81 -15.04
F -8.86 6.67 -13.56
S -10.22 5.05 -15.14
O -10.17 3.94 -14.19
O -11.50 5.08 -15.86
O -9.08 4.99 -16.10
C -14.71 7.19 -18.41
F -13.59 7.38 -17.64
F -15.73 7.96 -17.98
F -14.47 7.41 -19.66
S -15.19 5.28 -18.26
O -15.36 5.08 -16.83
O -16.37 5.08 -19.10
O -14.01 4.60 -18.72
C -8.60 10.33 -13.32
F -9.42 10.98 -14.13
F -9.07 9.33 -12.64
F -7.63 9.92 -14.18
S -7.82 11.64 -12.03
O -6.59 11.04 -11.57
O -7.63 12.87 -12.76
O -8.79 11.70 -10.92
C -6.82 7.62 -17.57
F -5.55 7.32 -17.48
F -7.44 6.64 -18.28
F -7.37 7.71 -16.36
S -7.01 9.34 -18.41
O -6.60 10.29 -17.38
O -6.13 9.32 -19.60
O -8.45 9.48 -18.73
C -13.67 9.22 -14.29
F -14.02 7.99 -13.79
F -12.36 9.48 -13.94
F -13.79 9.19 -15.62
S -14.94 10.58 -13.61
O -14.43 11.90 -14.06
O -16.23 10.21 -14.22
O -14.82 10.39 -12.18
C -15.55 11.00 -22.77
F -14.49 10.53 -23.49
F -16.54 10.08 -22.68
F -15.10 11.30 -21.45
S -16.41 12.55 -23.45
O -16.85 12.05 -24.75
O -17.55 12.88 -22.54
O -15.38 13.57 -23.45